1.
ORCA calculation (ωB97M-V/def2-TZVPD) on a cluster of 2 separate species, C2H5Br2O2P in total in a non-equilibrium geometry.

The geometry in XYZ format:
```
12
Properties=species:S:1:pos:R:3:forces:R:3:lowdin_charge:R:1
C 0.638200 -0.792233 -1.540140 -1.56 -3.51 0.17 -0.08
C 1.172806 0.124584 -0.508016 -1.05 2.90 -2.63 -0.55
O -1.130092 0.767472 3.372045 0.45 -0.28 -0.54 -0.49
O 1.133852 -0.205744 0.710597 -2.50 -1.60 5.59 -0.07
P -1.284119 0.444077 1.950136 0.03 0.42 -0.43 0.13
Br -3.185400 -0.797639 1.726882 0.98 0.25 -0.22 0.25
Br -1.843644 2.326779 0.748444 0.52 -0.90 0.21 0.24
H -0.556644 -0.980661 -1.470034 2.80 0.64 0.06 0.13
H 0.878523 -0.580488 -2.570615 0.04 0.54 -0.20 0.06
H 1.145895 -1.819628 -1.333780 -1.09 1.48 -0.34 0.11
H 0.786434 1.187967 -0.582695 0.20 -0.21 -0.58 0.12
H 2.244189 0.325513 -0.502824 1.18 0.26 -1.09 0.16
```
Forces are in eV/Å.

For the HOMO energy (alpha / beta), the calculation gives -9.42 / -9.42 eV. The value obtained for the total energy is -155620.865 eV.

=====

2.
ORCA calculation (ωB97M-V/def2-TZVPD) on the molecule C17H28N2O5.

The geometry in XYZ format:
```
52
Properties=species:S:1:pos:R:3:forces:R:3:lowdin_charge:R:1
C 5.476721 0.876754 1.539577 -0.12 -0.06 0.13 -0.10
C 4.387906 -0.085865 1.997402 0.13 -0.10 -0.16 -0.25
C 4.000511 -1.126793 0.948266 -0.04 0.09 -0.01 -0.15
C 3.199052 -0.567831 -0.250310 0.01 -0.20 0.24 -0.26
N 2.064701 0.196315 0.213415 0.16 0.16 0.11 0.03
C 0.836290 0.072523 -0.542891 -0.02 0.22 -0.29 -0.29
C 0.934371 0.484677 -2.023592 0.01 -0.09 0.22 -0.01
C -0.174096 1.015447 0.101963 0.15 -0.60 0.05 -0.40
O 0.144011 2.119946 0.507072 0.33 0.19 0.07 0.10
N -1.453130 0.603438 0.191879 -0.36 0.34 0.13 0.04
C -2.417905 1.570241 0.703339 0.26 0.37 0.19 -0.16
C -2.231899 2.875627 -0.064931 -0.11 -0.09 -0.24 -0.52
O -2.120008 2.943484 -1.259346 0.00 -0.02 -0.16 0.12
O -2.293570 3.937803 0.732958 -0.06 0.44 0.55 0.13
C -3.788693 0.944442 0.423175 0.14 -0.04 -0.14 -0.06
C -3.495635 -0.021250 -0.728038 -0.06 -0.04 -0.15 -0.24
C -4.545553 -1.101547 -0.972547 0.05 0.07 0.18 -0.15
C -4.544439 -2.185411 0.101051 0.08 -0.10 -0.27 -0.20
C -3.147756 -2.778188 0.248042 -0.08 0.11 0.29 -0.19
C -2.165015 -1.693480 0.674153 -0.04 -0.16 -0.37 -0.13
C -2.105891 -0.566323 -0.364317 -0.03 -0.34 0.05 -0.23
C 4.099464 0.216060 -1.193166 -0.21 0.27 -0.25 -0.51
O 3.966408 1.375593 -1.480646 0.00 0.10 0.04 0.11
O 5.076874 -0.543131 -1.707781 0.35 -0.47 -0.07 0.11
H 6.345933 0.329028 1.178719 0.12 -0.01 -0.05 0.08
H 5.119913 1.526122 0.746178 0.06 0.14 -0.08 0.06
H 5.791135 1.506636 2.368756 0.07 0.09 0.02 0.07
H 4.744078 -0.622341 2.880590 -0.10 0.03 0.03 0.11
H 3.495978 0.472089 2.282913 -0.04 -0.04 0.13 0.10
H 4.892102 -1.626928 0.565742 0.02 -0.09 0.06 0.11
H 3.367360 -1.874212 1.429217 -0.02 -0.05 -0.09 0.11
H 2.842926 -1.436010 -0.819940 0.05 0.10 0.00 0.16
H 2.301245 1.182678 0.289109 -0.07 -0.06 0.04 0.12
H 0.503430 -0.967957 -0.461070 -0.07 0.12 -0.01 0.13
H -0.053224 0.521822 -2.477663 -0.11 -0.04 -0.13 0.08
H 1.552533 -0.216702 -2.581220 0.04 -0.04 -0.08 0.08
H 1.380426 1.474075 -2.090022 0.00 0.06 -0.02 0.09
H -2.239948 1.776060 1.763216 -0.05 -0.03 -0.15 0.16
H -2.119284 4.749665 0.230813 -0.07 -0.28 -0.16 0.14
H -4.147069 0.412634 1.303055 -0.03 0.01 0.06 0.12
H -4.526952 1.696208 0.148585 -0.05 -0.01 0.04 0.13
H -3.388402 0.579574 -1.637282 0.06 -0.03 0.09 0.15
H -5.530275 -0.634409 -1.033988 -0.03 0.01 -0.11 0.12
H -4.340106 -1.568591 -1.938557 -0.07 -0.02 -0.07 0.12
H -5.255440 -2.966011 -0.175267 -0.06 0.02 0.07 0.11
H -4.865725 -1.770657 1.057949 -0.06 -0.02 0.09 0.11
H -3.155521 -3.578269 0.990172 0.04 -0.07 -0.06 0.11
H -2.831389 -3.206824 -0.705575 0.02 -0.11 -0.06 0.12
H -2.475043 -1.278527 1.634109 0.01 0.04 0.09 0.12
H -1.166748 -2.114212 0.807984 0.06 0.07 0.08 0.11
H -1.584851 -0.916098 -1.258642 -0.01 0.02 0.00 0.15
H 5.640187 -0.011384 -2.292619 -0.25 0.13 0.14 0.14
```
Forces are in eV/Å.

As for the SMILES: CCC[C@@H](N[C@H](C)C(=O)N1[C@@H](C(=O)O)C[C@@H]2CCCC[C@@H]21)C(=O)O. For the HOMO energy, the calculation gives -8.88 eV. The value obtained for the total energy is -31303.375 eV.